1.
Entry from OMol25: a molecular structure, C3H5NO2 (wB97M-V/def2-TZVPD).

The HOMO-LUMO gap comes out at 9.26 eV. The HOMO energy comes out at -9.6 eV. As for the total energy: -322.4320 Ha. The calculation puts the lowest unoccupied orbital energy at -0.37 eV. The energy above the lowest of the compared OMol25 structures with the same formula, charge and spin comes out at 89.3 kcal per mole.

```
! RIJCOSX wB97M-V def2-TZVPD def2/J DEFGRID3
* xyz 0 1
O -0.076 1.083 1.449
C -0.303 1.068 0.114
C 0.324 -0.217 -0.373
O -0.116 -1.270 0.884
C -0.112 -0.681 -1.679
N -0.481 -1.044 -2.714
H -0.146 -0.251 1.547
H -1.353 1.218 -0.207
H 0.300 1.709 -0.594
H 1.404 -0.171 -0.252
H 0.602 -1.815 1.280
*
```

***

2.
Entry from OMol25: a molecular structure, C23H41F5IrOP2Te (wB97M-V/def2-TZVPD).

The HOMO-LUMO gap (spin up / spin down) comes out at 6.12 / 4.65 eV. The HOMO energy (spin up / spin down) comes out at -10.5 / -10.8 eV. As for the total energy: -2530.0797 Ha. The calculation puts the lowest unoccupied orbital energy (spin up / spin down) at -4.38 / -6.13 eV. The energy above the lowest of the compared OMol25 structures with the same formula, charge and spin comes out at 60.2 kcal per mole.

```
! RIJCOSX wB97M-V def2-TZVPD def2/J DEFGRID3
* xyz 1 5
Ir 0.878 -1.069 0.971
C -1.069 -0.792 3.091
C -0.674 -1.756 2.047
C 0.942 -1.656 3.817
C -0.113 -0.765 4.101
C 0.670 -2.360 2.553
C -2.398 -0.153 3.163
H -2.928 -0.207 2.206
H -2.327 0.905 3.441
H -3.003 -0.676 3.921
C -0.291 0.029 5.345
H -1.075 0.778 5.198
H 0.622 0.535 5.656
H -0.613 -0.637 6.151
C 2.080 -1.901 4.713
H 1.787 -2.405 5.648
H 2.508 -0.929 4.999
H 2.858 -2.489 4.214
C 0.928 -3.824 2.339
H 0.070 -4.445 2.635
H 1.796 -4.136 2.941
H 1.158 -3.972 1.267
C -1.744 -2.557 1.369
H -2.108 -3.394 1.990
H -1.349 -2.925 0.422
H -2.599 -1.904 1.142
C -1.583 2.526 0.242
C -2.648 1.739 -0.003
C -2.716 0.528 -0.898
C -1.652 -0.595 -1.270
C -0.161 -0.690 -0.960
C 0.851 0.288 -0.719
C 0.827 1.768 -0.747
C -0.429 2.709 -0.687
H -3.055 0.920 -1.879
H -1.732 -0.669 -2.375
H -3.556 -0.048 -0.475
H -0.847 2.813 -1.697
H -1.477 3.020 1.217
H -3.610 1.994 0.527
H 0.012 3.682 -0.424
H 1.497 2.063 0.051
H 1.838 -0.104 -1.058
H 1.408 2.057 -1.632
H -2.106 -1.561 -0.984
H 0.288 -1.568 -1.497
P -0.707 1.303 -3.509
C -0.777 3.102 -4.039
C -1.874 0.656 -4.786
P 1.543 -0.784 -3.304
C 0.927 0.769 -4.144
C 0.823 -2.095 -4.406
C 3.298 -0.677 -3.800
H 0.073 3.664 -3.610
H -1.714 3.553 -3.663
H -0.758 3.189 -5.141
H -1.621 1.106 -5.760
H -2.902 0.954 -4.510
H -1.820 -0.441 -4.838
H 3.419 -0.337 -4.830
H 3.781 -1.647 -3.654
H 3.781 0.036 -3.127
H 1.649 1.580 -3.915
H 0.869 0.617 -5.243
H 1.425 -3.013 -4.304
H 0.785 -1.802 -5.472
H -0.196 -2.343 -4.070
F 3.964 2.200 2.491
Te 2.115 1.997 2.843
F 1.759 3.244 1.407
F 2.492 1.098 4.493
F 0.196 1.967 3.074
F 2.124 3.576 3.903
O 2.189 0.360 1.839
*
```

***

3.
Entry from OMol25: 2 unconnected molecules or ions with the total composition C14H16 (wB97M-V/def2-TZVPD).

The HOMO-LUMO gap comes out at 9.92 eV. The HOMO energy comes out at -8.9 eV. As for the total energy: -543.0450 Ha. The SMILES is Cc1ccccc1.Cc1ccccc1. The calculation puts the lowest unoccupied orbital energy at 0.99 eV. The energy above the lowest of the compared OMol25 structures with the same formula, charge and spin comes out at 17.5 kcal per mole.

```
! RIJCOSX wB97M-V def2-TZVPD def2/J DEFGRID3
* xyz 0 1
C 4.889 0.897 -1.015
C 1.331 -1.421 -1.534
C 1.885 -0.793 -2.649
C 1.885 -1.214 -0.279
C 2.987 0.042 -2.485
C 3.059 -0.496 -0.146
C 3.585 0.216 -1.239
H 0.421 -1.992 -1.701
H 1.497 -0.957 -3.642
H 1.314 -1.536 0.583
H 3.362 0.566 -3.362
H 3.533 -0.313 0.813
H 5.666 0.263 -1.462
H 5.153 1.015 0.035
H 5.084 1.865 -1.479
C -4.044 0.226 3.438
C -2.009 0.358 -0.363
C -1.819 -0.683 0.564
C -2.798 1.403 0.016
C -2.350 -0.596 1.831
C -3.527 1.414 1.210
C -3.305 0.419 2.120
H -1.418 0.315 -1.269
H -1.365 -1.656 0.386
H -2.811 2.271 -0.637
H -2.252 -1.462 2.475
H -4.198 2.273 1.324
H -4.254 -0.839 3.559
H -5.040 0.690 3.373
H -3.410 0.607 4.236
*
```

***

4.
Entry from OMol25: C7H10N2O2 in the gas phase (wB97M-V/def2-TZVPD).

The HOMO-LUMO gap comes out at 8.44 eV. The HOMO energy comes out at -7.9 eV. As for the total energy: -532.4700 Ha. The SMILES is CN=C=C/C=C\C/C=[N+](\[O-])O. The calculation puts the lowest unoccupied orbital energy at 0.56 eV. The energy above the lowest of the compared OMol25 structures with the same formula, charge and spin comes out at 180.1 kcal per mole.

```
! RIJCOSX wB97M-V def2-TZVPD def2/J DEFGRID3
* xyz 0 1
C -2.343 -0.815 0.203
C -1.832 0.520 0.305
C -1.675 -1.963 -0.234
C -0.727 0.974 -0.224
C -0.243 -1.803 -0.721
C 0.589 -1.154 0.314
C 1.255 2.111 -0.766
N 0.038 1.562 -0.935
N 1.815 -0.845 0.102
O 2.576 -0.638 1.367
O 2.502 -0.631 -0.850
H -3.486 -0.963 0.321
H -2.580 1.334 0.596
H -2.177 -2.945 -0.327
H 0.299 -2.752 -0.914
H -0.185 -1.356 -1.730
H 0.275 -1.453 1.275
H 1.882 1.966 -1.538
H 1.212 3.328 -0.643
H 1.897 1.769 0.108
H 3.486 -0.162 1.161
*
```

***

5.
Entry from OMol25: 12 unconnected molecules or ions with the total composition C38H91Cl4F6N5O17P (wB97M-V/def2-TZVPD).

The HOMO-LUMO gap comes out at 7.90 eV. The HOMO energy comes out at -5.8 eV. As for the total energy: -5836.9239 Ha. The calculation puts the lowest unoccupied orbital energy at 2.06 eV.

```
! RIJCOSX wB97M-V def2-TZVPD def2/J DEFGRID3
* xyz -1 1
P -22.701 -10.899 2.079
F -24.196 -11.123 1.481
F -23.312 -10.115 3.339
F -22.844 -12.316 2.845
F -21.214 -10.799 2.697
F -22.086 -11.656 0.778
F -22.539 -9.516 1.297
C -18.202 -11.348 -3.733
C -17.599 -9.964 -3.489
C -17.289 -9.747 -2.001
O -18.264 -10.216 -1.116
C -19.431 -9.415 -1.087
N -16.385 -9.831 -4.332
H -19.019 -11.585 -3.061
H -17.449 -12.141 -3.763
H -18.601 -11.358 -4.757
H -18.309 -9.229 -3.875
H -17.158 -8.663 -1.810
H -16.316 -10.167 -1.728
H -20.072 -9.804 -0.295
H -19.951 -9.440 -2.054
H -19.215 -8.368 -0.833
H -15.691 -10.531 -4.060
H -15.928 -8.939 -4.108
C -19.905 -7.654 2.982
C -18.689 -8.443 3.480
C -17.726 -7.576 4.253
O -16.614 -8.335 4.601
C -15.702 -7.581 5.337
N -19.077 -9.596 4.315
H -19.602 -6.705 2.518
H -20.489 -7.355 3.865
H -20.521 -8.278 2.356
H -18.203 -8.908 2.613
H -18.278 -7.213 5.145
H -17.461 -6.664 3.694
H -14.896 -8.242 5.656
H -16.153 -7.193 6.261
H -15.292 -6.771 4.721
H -19.808 -10.161 3.852
H -19.613 -9.155 5.096
C -26.561 -10.975 7.310
C -25.367 -11.261 6.386
C -25.452 -12.617 5.688
O -25.231 -13.654 6.599
C -24.445 -14.708 6.058
N -25.318 -10.187 5.355
H -26.496 -11.622 8.196
H -27.488 -11.274 6.811
H -26.602 -9.926 7.589
H -24.422 -11.119 6.916
H -24.625 -12.536 4.963
H -26.379 -12.662 5.101
H -23.517 -14.270 5.672
H -25.050 -15.126 5.259
H -24.176 -15.406 6.843
H -26.112 -10.258 4.722
H -24.461 -10.264 4.817
C -22.086 -6.650 7.040
C -21.557 -7.962 7.548
C -22.409 -8.546 8.642
O -21.845 -9.728 9.118
C -22.732 -10.456 9.949
N -21.326 -8.865 6.375
H -22.156 -5.958 7.893
H -23.068 -6.737 6.575
H -21.392 -6.163 6.358
H -20.520 -7.871 7.900
H -23.434 -8.695 8.251
H -22.551 -7.790 9.436
H -23.670 -10.684 9.437
H -22.912 -9.955 10.923
H -22.288 -11.400 10.289
H -21.130 -9.797 6.765
H -22.188 -9.005 5.833
C -19.004 -13.434 0.324
C -17.987 -12.841 1.312
C -16.549 -12.949 0.837
O -15.672 -12.726 1.935
C -14.333 -12.877 1.643
N -18.295 -11.379 1.604
H -18.828 -14.507 0.149
H -18.976 -12.964 -0.661
H -20.004 -13.290 0.736
H -18.072 -13.342 2.283
H -16.316 -12.278 -0.022
H -16.366 -13.956 0.385
H -13.711 -12.838 2.537
H -14.005 -12.059 0.979
H -14.091 -13.847 1.175
H -19.317 -11.393 1.584
H -18.056 -10.801 0.781
C -22.037 -6.754 -0.715
C -22.819 -6.783 -2.018
O -22.087 -7.354 -3.098
C -21.033 -6.749 -3.559
O -20.622 -5.708 -3.213
O -20.462 -7.437 -4.511
C -20.967 -8.726 -4.854
H -21.071 -6.260 -0.808
H -21.909 -7.784 -0.383
H -22.598 -6.288 0.093
H -23.215 -5.805 -2.286
H -23.644 -7.455 -1.792
H -20.832 -9.403 -4.005
H -20.333 -9.037 -5.671
H -22.038 -8.732 -5.035
C -28.582 -3.628 -0.703
C -27.706 -4.868 -0.800
O -27.423 -5.389 0.482
C -26.256 -5.884 0.685
O -25.379 -5.975 -0.093
O -26.197 -6.254 1.896
C -24.968 -6.752 2.362
H -29.536 -3.806 -0.223
H -28.732 -3.283 -1.729
H -28.003 -2.838 -0.218
H -26.838 -4.645 -1.422
H -28.266 -5.617 -1.379
H -24.760 -7.693 1.852
H -25.044 -7.000 3.414
H -24.191 -6.028 2.137
C -24.742 -18.125 3.621
C -23.326 -18.336 4.120
O -22.586 -17.160 3.842
C -21.460 -16.988 4.526
O -20.931 -17.798 5.209
O -20.975 -15.788 4.349
C -21.436 -14.970 3.248
H -25.228 -17.276 4.099
H -25.363 -19.009 3.776
H -24.758 -17.907 2.548
H -22.878 -19.231 3.688
H -23.377 -18.499 5.202
H -21.149 -15.448 2.305
H -20.851 -14.059 3.322
H -22.502 -14.782 3.258
C -31.482 -7.914 4.895
C -30.380 -8.928 4.922
O -29.837 -8.987 3.601
C -28.709 -9.666 3.459
O -28.189 -10.365 4.286
O -28.192 -9.364 2.295
C -26.931 -9.950 2.012
H -31.078 -6.918 4.684
H -31.959 -7.857 5.875
H -32.246 -8.069 4.136
H -30.805 -9.885 5.235
H -29.576 -8.682 5.614
H -26.672 -9.686 0.997
H -26.950 -11.044 2.086
H -26.193 -9.646 2.755
C -23.939 -11.095 -1.625
Cl -25.651 -11.579 -1.744
Cl -23.445 -10.316 -3.145
H -23.885 -10.384 -0.816
H -23.392 -12.003 -1.433
C -25.110 -14.223 1.137
Cl -23.755 -15.284 0.691
Cl -25.971 -14.834 2.548
H -24.722 -13.241 1.359
H -25.770 -14.174 0.283
*
```

***

6.
Entry from OMol25: 2 unconnected molecules or ions with the total composition C4H12OS (wB97M-V/def2-TZVPD).

The HOMO-LUMO gap comes out at 9.64 eV. The HOMO energy comes out at -8.8 eV. As for the total energy: -632.9883 Ha. The SMILES is CCCSC.O. The calculation puts the lowest unoccupied orbital energy at 0.87 eV. The energy above the lowest of the compared OMol25 structures with the same formula, charge and spin comes out at 24.4 kcal per mole.

```
! RIJCOSX wB97M-V def2-TZVPD def2/J DEFGRID3
* xyz 0 1
C 1.645 0.820 1.649
C 0.893 0.195 0.505
C -0.013 -0.909 0.908
S -1.063 -1.471 -0.406
C -2.181 0.023 -0.529
H 2.362 1.613 1.394
H 0.808 1.093 2.384
H 2.219 -0.003 2.032
H 1.694 0.003 -0.157
H 0.320 0.978 -0.063
H -0.615 -0.534 1.825
H 0.704 -1.797 1.305
H -3.204 -0.416 -0.536
H -1.955 0.678 0.334
H -2.198 0.510 -1.483
H 0.875 0.031 -3.359
H -0.224 -0.772 -2.612
O -0.068 -0.044 -3.192
*
```

***

7.
Entry from OMol25: 2 unconnected molecules or ions with the total composition C2H9N2 (wB97M-V/def2-TZVPD).

The HOMO-LUMO gap (spin up / spin down) comes out at 9.43 / 2.79 eV. The HOMO energy (spin up / spin down) comes out at -20.6 / -19.5 eV. As for the total energy: -190.2431 Ha. The calculation puts the lowest unoccupied orbital energy (spin up / spin down) at -11.14 / -16.66 eV. The energy above the lowest of the compared OMol25 structures with the same formula, charge and spin comes out at 77.1 kcal per mole.

```
! RIJCOSX wB97M-V def2-TZVPD def2/J DEFGRID3
* xyz 2 2
C 0.331 3.091 0.588
H 0.097 4.035 0.152
H 1.408 3.107 0.791
H 0.090 2.217 -0.018
H -0.184 3.009 1.574
N -0.158 -0.776 -0.082
C -0.452 -1.852 -0.741
N 0.016 -3.093 -0.479
H 0.269 -0.828 0.850
H -0.604 0.112 -0.343
H -1.026 -1.773 -1.672
H -0.679 -3.850 -0.593
H 0.892 -3.399 -0.026
*
```

***

8.
Entry from OMol25: a gas-phase ion, C9H12N5 (charge +1) (wB97M-V/def2-TZVPD).

The HOMO-LUMO gap (spin up / spin down) comes out at 6.29 / 6.62 eV. The HOMO energy (spin up / spin down) comes out at -9.0 / -12.6 eV. As for the total energy: -623.5359 Ha. The calculation puts the lowest unoccupied orbital energy (spin up / spin down) at -2.72 / -6.02 eV. The energy above the lowest of the compared OMol25 structures with the same formula, charge and spin comes out at 0.0 kcal per mole.

```
! RIJCOSX wB97M-V def2-TZVPD def2/J DEFGRID3
* xyz 1 3
C 3.370 0.417 -0.046
C 2.097 0.753 0.452
C 3.520 -0.784 -0.728
C 1.276 -1.289 -0.552
C 1.033 -0.149 0.225
C -1.939 -0.187 -1.411
C -2.050 -1.764 0.341
C -1.083 0.682 -0.759
C -0.460 0.194 0.674
N 2.525 -1.611 -0.955
N -2.332 -1.412 -0.877
N -1.309 -0.988 1.100
N -0.654 1.838 -1.234
N -0.337 0.968 1.801
H 4.224 0.873 0.297
H 1.804 1.568 1.180
H 4.586 -1.000 -1.139
H 0.405 -1.978 -0.613
H -2.322 0.106 -2.385
H -2.550 -2.541 0.879
H -2.837 -2.037 -1.615
H -1.353 -1.209 2.114
H -1.158 2.094 -2.003
H -0.332 2.612 -0.565
H 0.462 0.546 2.360
H -1.197 1.115 2.235
*
```

***

Please write out number 3 again, unchanged.
Entry from OMol25: 2 unconnected molecules or ions with the total composition C14H16 (wB97M-V/def2-TZVPD).

The HOMO-LUMO gap comes out at 9.92 eV. The HOMO energy comes out at -8.9 eV. As for the total energy: -543.0450 Ha. The SMILES is Cc1ccccc1.Cc1ccccc1. The calculation puts the lowest unoccupied orbital energy at 0.99 eV. The energy above the lowest of the compared OMol25 structures with the same formula, charge and spin comes out at 17.5 kcal per mole.

```
! RIJCOSX wB97M-V def2-TZVPD def2/J DEFGRID3
* xyz 0 1
C 4.889 0.897 -1.015
C 1.331 -1.421 -1.534
C 1.885 -0.793 -2.649
C 1.885 -1.214 -0.279
C 2.987 0.042 -2.485
C 3.059 -0.496 -0.146
C 3.585 0.216 -1.239
H 0.421 -1.992 -1.701
H 1.497 -0.957 -3.642
H 1.314 -1.536 0.583
H 3.362 0.566 -3.362
H 3.533 -0.313 0.813
H 5.666 0.263 -1.462
H 5.153 1.015 0.035
H 5.084 1.865 -1.479
C -4.044 0.226 3.438
C -2.009 0.358 -0.363
C -1.819 -0.683 0.564
C -2.798 1.403 0.016
C -2.350 -0.596 1.831
C -3.527 1.414 1.210
C -3.305 0.419 2.120
H -1.418 0.315 -1.269
H -1.365 -1.656 0.386
H -2.811 2.271 -0.637
H -2.252 -1.462 2.475
H -4.198 2.273 1.324
H -4.254 -0.839 3.559
H -5.040 0.690 3.373
H -3.410 0.607 4.236
*
```